Density functional theory data (the ωB97M-V functional and the def2-TZVPD basis) for a molecular structure, C22H19CaI2N5OSSe.

```
52
Properties=species:S:1:pos:R:3:forces:R:3
Ca -0.7422 1.6389 -1.3344 -0.2 -0.3 -0.5
I -0.1771 -3.0644 4.8943 0.0 0.0 0.0
C 0.0377 -1.9405 3.1542 -0.1 0.1 -0.2
C 1.2863 -1.4884 2.7616 0.1 0.0 0.0
C 1.4122 -0.7548 1.5955 0.0 -0.1 0.1
I 3.2794 -0.0201 1.0592 0.1 0.0 -0.1
C 0.3212 -0.4684 0.7491 -0.2 0.0 -0.1
O 0.4859 0.1381 -0.3835 0.0 0.0 0.1
C -0.9615 -0.8871 1.2095 0.0 0.0 0.2
C -2.2397 -0.5916 0.4547 0.1 0.0 0.2
N -2.4913 0.8468 0.2106 0.2 0.2 -0.1
C -2.6163 1.6545 1.4259 0.0 -0.1 0.1
C -1.8972 2.9882 1.4069 0.0 0.1 0.2
C -2.2285 3.9610 2.3439 -0.1 0.0 0.0
C -1.4952 5.1313 2.3891 0.0 0.0 0.0
C -0.4397 5.3052 1.5050 0.0 0.0 0.0
C -0.1788 4.2945 0.6008 0.0 0.2 0.1
N -0.8900 3.1676 0.5568 0.0 -0.2 -0.2
C -1.0736 -1.6149 2.3882 0.0 0.0 0.1
H 2.1613 -1.7006 3.3614 0.0 0.0 0.0
H -2.2400 -1.0728 -0.5258 0.0 0.0 0.0
H -3.0563 -1.0127 1.0513 -0.1 -0.1 -0.1
H -3.3389 0.9402 -0.3387 0.0 0.0 0.0
H -3.6648 1.8265 1.6820 0.0 0.0 0.0
H -2.1772 1.0860 2.2513 0.0 0.0 0.0
H -3.0545 3.7974 3.0240 0.0 0.0 0.0
H -1.7423 5.9027 3.1067 0.0 0.0 0.0
H 0.1623 6.2022 1.5095 0.0 0.0 0.0
H 0.6279 4.3818 -0.1178 0.0 0.0 0.0
H -2.0573 -1.9334 2.7144 0.0 0.0 0.0
S -3.2805 3.8225 -2.5460 0.2 0.0 -0.1
C -1.6928 3.6119 -2.8986 -0.1 -0.3 0.4
N -0.5612 3.3022 -2.9882 0.1 0.4 -0.3
C -0.5951 -3.3059 -1.3204 0.0 0.0 0.0
N 0.4301 -2.4996 -1.9483 0.1 0.0 0.0
C 0.2316 -1.4549 -2.7717 -0.2 0.0 -0.2
Se -1.3724 -0.7265 -3.3543 0.1 0.1 0.1
N 1.4448 -1.0111 -3.1592 0.0 0.1 0.1
C 2.4480 -1.7352 -2.5373 0.1 -0.1 0.1
C 3.8304 -1.6675 -2.5949 -0.1 0.0 0.0
C 4.5311 -2.5758 -1.8198 0.1 0.0 0.0
C 3.8777 -3.5111 -1.0152 0.0 0.0 0.0
C 2.4955 -3.5852 -0.9660 0.0 0.0 -0.1
C 1.7955 -2.6835 -1.7528 0.1 0.0 0.0
H -1.5491 -3.0580 -1.7774 0.0 0.0 0.0
H -0.6265 -3.1022 -0.2492 0.0 0.0 0.0
H -0.3736 -4.3595 -1.4875 0.0 0.0 0.0
H 1.5485 -0.1931 -3.7356 0.0 0.0 -0.1
H 4.3391 -0.9322 -3.2036 0.0 0.0 0.0
H 5.6126 -2.5513 -1.8261 0.0 0.0 0.0
H 4.4663 -4.1899 -0.4128 0.0 0.0 0.0
H 1.9886 -4.3075 -0.3406 0.0 0.0 0.0
```
Forces are in eV/Å.

The calculation puts the orbital gap at 8.036 eV. For the LUMO energy, the calculation gives 0.29 eV.